C29H27ClNO6S3 | ωB97M-V with the def2-TZVPD basis set

The value obtained for the HOMO-LUMO gap is 6.11 eV. The value obtained for the largest force on an atom is 5.00 eV/A. For the molar mass, the calculation gives 617.19 g/mol. The charge is -1. As for the total energy: -3282.096182 hartree. The HOMO energy comes out at -3.525 eV. The energy above the lowest of the compared OMol25 structures with the same formula, charge and spin is 74.4 kJ/mol.

Structure (XYZ):
```
67
Properties=species:S:1:pos:R:3:forces:R:3
C 5.460 -3.185 2.366 -0.091 0.308 -0.324
N 4.046 -3.464 2.306 1.027 -0.968 0.745
C 3.611 -4.706 2.902 -0.167 0.145 -0.113
C 3.163 -2.604 1.741 -0.884 1.182 -1.357
C 1.827 -2.993 1.486 0.298 0.198 0.194
C 0.932 -2.115 0.890 0.201 0.620 -0.332
C 1.316 -0.784 0.575 -0.014 -2.143 0.824
C 0.346 0.197 0.140 2.171 3.596 1.879
C -0.116 1.107 1.016 0.159 -1.233 0.632
S -0.721 2.729 0.737 -0.428 -0.385 0.685
C -0.350 3.167 -0.934 0.092 0.056 -0.658
C 0.817 3.875 -1.233 -0.045 -0.246 -0.153
C 1.130 4.138 -2.567 -0.258 0.017 -0.058
C 0.273 3.708 -3.590 -0.112 -0.103 0.248
C -0.912 3.031 -3.277 0.040 0.248 0.172
C -1.243 2.795 -1.942 0.222 -0.156 0.102
O -2.161 2.682 0.877 0.125 0.515 -0.244
O 0.057 3.592 1.603 -0.238 0.049 -0.353
S -0.112 0.608 2.815 -0.322 0.665 -0.359
C -1.129 1.798 3.734 -0.151 -0.031 0.653
C -2.522 1.693 3.691 0.172 0.089 -0.125
C -3.313 2.572 4.436 0.220 -0.006 0.027
C -2.709 3.527 5.265 0.124 -0.228 -0.204
C -1.312 3.595 5.348 -0.153 -0.172 -0.091
C -0.522 2.720 4.594 -0.117 0.111 -0.282
O -0.849 -0.647 2.904 0.883 0.802 0.031
O 1.250 0.768 3.300 -0.818 -0.430 0.080
C 2.653 -0.403 0.812 -0.669 -0.554 -0.351
C 3.578 -1.312 1.301 -0.337 -0.528 0.594
H 5.673 -2.229 2.868 0.018 -0.156 -0.050
H 5.913 -3.988 2.942 0.272 0.182 -0.104
H 5.919 -3.150 1.356 -0.121 0.013 0.389
H 2.906 -4.519 3.728 0.037 -0.175 -0.212
H 3.141 -5.380 2.165 0.102 0.118 0.268
H 4.505 -5.183 3.306 -0.326 -0.208 0.024
H 1.477 -3.976 1.801 0.082 0.240 -0.182
H -0.095 -2.444 0.681 0.494 0.243 0.209
H -0.022 0.128 -0.987 0.737 0.230 0.324
H 1.468 4.207 -0.426 -0.142 -0.159 -0.136
H 2.044 4.688 -2.803 -0.311 -0.196 0.024
H 0.517 3.909 -4.635 -0.002 -0.071 0.309
H -1.599 2.689 -4.057 0.306 0.197 0.196
H -2.170 2.291 -1.664 0.256 0.120 -0.079
H -2.977 0.936 3.054 0.102 0.218 0.121
H -4.403 2.504 4.350 0.453 0.061 0.124
H -3.333 4.210 5.848 0.238 -0.197 -0.195
H -0.830 4.337 5.995 -0.215 -0.328 -0.244
H 0.564 2.769 4.644 -0.260 -0.047 -0.070
H 2.932 0.621 0.594 0.129 -0.023 0.004
H 4.610 -1.009 1.458 -0.225 0.051 -0.084
Cl -2.406 -0.661 -0.565 -1.303 -0.040 0.828
C -1.051 -0.453 -1.600 -1.927 -2.462 -3.905
S -0.817 -1.911 -2.638 -0.538 1.425 0.927
C -1.992 -1.831 -4.055 0.456 -0.612 -0.760
C -2.967 -2.822 -4.243 -0.392 0.250 0.024
C -3.833 -2.771 -5.352 0.357 0.276 -0.068
C -3.687 -1.756 -6.306 0.081 0.058 0.201
C -2.663 -0.807 -6.164 0.065 -0.331 0.222
C -1.790 -0.882 -5.070 -0.397 0.168 0.134
O 0.516 -1.694 -3.148 0.036 -0.408 -0.748
O -1.170 -3.105 -1.913 0.143 -0.366 -0.234
H -1.331 0.278 -2.356 0.175 0.356 -0.031
H -3.077 -3.634 -3.526 0.152 0.319 -0.019
H -4.614 -3.530 -5.490 0.426 0.322 0.166
H -4.362 -1.705 -7.169 0.272 -0.037 0.380
H -2.532 -0.022 -6.918 0.000 -0.361 0.300
H -0.953 -0.189 -5.000 -0.161 -0.089 0.086
```
Forces are in eV/Å.

Atom charges from the Löwdin analysis, given in e for atoms 1 to 8:
1 C -0.083
2 N -0.214
3 C -0.079
4 C -0.242
5 C -0.017
6 C -0.020
7 C -0.242
8 C -0.172



C29H27FN7O8Ru | ωB97M-V with the def2-TZVPD basis set

The value obtained for the HOMO-LUMO gap (alpha / beta) is 6.24 / 6.25 eV. The value obtained for the largest force on an atom is 1.40 eV/A. For the molar mass, the calculation gives 721.64 g/mol. The charge is +1. As for the total energy: -2300.818962 hartree. The HOMO energy (alpha / beta) comes out at -11.587 / -11.587 eV. The energy above the lowest of the compared OMol25 structures with the same formula, charge and spin is 4.4 kJ/mol.

Structure (XYZ):
```
73
Properties=species:S:1:pos:R:3:forces:R:3
Ru -0.773 -1.284 -0.038 0.761 -0.569 -1.029
O -1.637 2.580 0.878 -0.090 0.106 -0.060
C -1.784 1.387 0.928 0.370 -0.178 -0.165
O -0.899 0.589 0.314 -0.331 0.621 0.389
C -2.860 0.744 1.720 -0.174 0.229 0.166
C -3.623 1.571 2.543 0.144 -0.067 -0.099
C -4.639 1.029 3.293 -0.132 0.086 0.124
C -4.914 -0.326 3.287 0.085 -0.037 0.000
C -4.136 -1.138 2.495 -0.268 -0.101 0.150
C -3.134 -0.629 1.649 0.355 -0.350 -0.420
O -2.548 -1.444 0.800 -0.871 0.066 0.282
N -4.379 -2.589 2.600 0.056 0.104 0.329
O -3.419 -3.336 2.521 0.109 0.023 -0.134
O -5.505 -2.944 2.856 -0.074 0.002 -0.185
N -5.455 1.913 4.148 0.047 -0.033 -0.018
O -6.313 1.390 4.826 -0.030 -0.040 0.006
O -5.208 3.098 4.116 0.026 0.031 -0.014
H -3.414 2.630 2.571 -0.015 0.005 -0.003
H -5.699 -0.740 3.903 -0.014 0.014 -0.002
C 1.779 -0.632 3.342 0.028 -0.108 -0.030
C 0.855 -1.690 3.962 0.023 0.026 0.001
C 0.047 -2.241 2.787 -0.038 0.098 0.016
O 0.453 -1.439 1.609 0.141 0.131 0.363
C 0.989 -0.173 2.148 0.058 -0.052 0.016
H 2.728 -1.072 3.030 0.003 0.011 0.006
H 1.984 0.190 4.024 0.024 0.004 -0.001
H 0.193 -1.240 4.699 -0.007 0.018 -0.010
H 1.419 -2.479 4.454 -0.029 -0.001 0.037
H -1.030 -2.148 2.913 -0.005 0.000 -0.039
H 0.294 -3.272 2.570 0.060 -0.031 -0.040
H 0.163 0.469 2.443 -0.062 -0.016 0.006
H 1.549 0.306 1.352 0.000 -0.005 -0.027
F 0.717 -2.773 -5.005 -0.018 -0.011 0.040
C 0.280 -2.955 -3.767 0.228 -0.128 -0.061
C -1.007 -2.574 -3.460 -0.111 0.102 0.110
C -1.430 -2.756 -2.151 0.052 0.173 -0.092
C -0.555 -3.286 -1.176 -0.027 -0.108 0.397
C -1.016 -3.369 0.175 -0.409 -0.143 0.297
C 0.759 -3.684 -1.558 -0.143 0.045 -0.018
C 1.168 -3.544 -2.848 -0.050 0.064 -0.150
H -1.651 -2.170 -4.228 0.008 0.025 0.010
H -2.451 -2.522 -1.865 -0.025 -0.043 -0.001
H -0.396 -3.880 0.892 0.208 -0.066 -0.087
H -2.076 -3.488 0.363 0.030 -0.076 -0.020
H 1.418 -4.110 -0.813 -0.013 -0.008 0.007
H 2.147 -3.854 -3.186 -0.006 0.022 -0.008
C -0.080 0.750 -2.739 -0.019 -0.074 -0.050
C 1.049 0.029 -2.097 0.016 0.048 0.045
N 0.983 -0.791 -1.059 0.168 0.239 0.055
C 2.279 -1.130 -0.717 -0.087 -0.039 -0.044
C 3.128 -0.524 -1.577 0.039 0.018 -0.013
N 2.344 0.199 -2.448 -0.006 0.065 -0.085
C 2.833 1.069 -3.520 -0.036 -0.072 0.093
N 2.512 2.437 -3.292 -0.002 0.021 -0.262
N 1.641 3.058 -4.147 0.020 0.086 0.149
N 1.487 4.266 -3.784 0.139 -0.183 0.105
C 2.267 4.488 -2.658 -0.193 0.339 -0.136
C 2.431 5.648 -1.895 0.006 -0.005 -0.020
C 3.284 5.571 -0.821 0.044 -0.069 0.043
C 3.961 4.372 -0.502 -0.032 0.068 -0.015
C 3.805 3.224 -1.246 -0.069 0.013 -0.029
C 2.938 3.318 -2.340 0.086 -0.228 0.140
H -1.030 0.345 -2.401 -0.007 -0.028 -0.009
H -0.031 0.686 -3.827 0.021 0.019 -0.001
H -0.058 1.806 -2.467 -0.020 -0.014 0.041
H 2.492 -1.775 0.116 0.011 -0.024 -0.018
H 4.202 -0.542 -1.654 -0.009 0.002 0.001
H 2.367 0.797 -4.465 0.020 -0.015 -0.027
H 3.909 0.911 -3.592 0.015 0.012 0.025
H 1.907 6.558 -2.150 -0.001 -0.013 -0.002
H 3.444 6.441 -0.200 0.007 -0.007 0.002
H 4.623 4.360 0.354 0.000 0.004 -0.005
H 4.324 2.310 -0.987 0.011 -0.001 -0.021
```
Forces are in eV/Å.

Atom charges from the Löwdin analysis, given in e for atoms 1 to 8:
1 Ru 1.427
2 O 0.124
3 C -0.522
4 O -0.195
5 C -0.046
6 C 0.095
7 C -0.110
8 C 0.100



C29H27NO8Si | ωB97M-V with the def2-TZVPD basis set

The value obtained for the HOMO-LUMO gap is 7.43 eV. The value obtained for the largest force on an atom is 0.73 eV/A. For the molar mass, the calculation gives 545.62 g/mol. The charge is 0. As for the total energy: -2067.238282 hartree. The SMILES is O=C1C=CC(=O)C=C1.O=C1C=CC(=O)C=C1.O=C1C=CC(=O)C=C1.O=C1C=CC(=O)C=C1.C#C[SiH2]NCCC. The HOMO energy comes out at -9.205 eV. The energy above the lowest of the compared OMol25 structures with the same formula, charge and spin is 0.0 kJ/mol.

Structure (XYZ):
```
66
Properties=species:S:1:pos:R:3:forces:R:3
O -4.689 1.469 2.875 -0.068 0.000 -0.020
C -5.839 1.664 3.204 0.019 -0.004 0.038
C -6.969 1.033 2.480 -0.042 0.003 -0.043
C -8.228 1.251 2.843 0.010 0.036 -0.045
C -8.556 2.126 3.995 0.011 -0.020 0.014
O -9.704 2.303 4.346 -0.008 -0.026 0.026
C -7.426 2.765 4.716 0.020 0.004 -0.009
C -6.166 2.551 4.349 -0.025 -0.004 0.029
H -6.702 0.380 1.659 0.025 0.007 -0.001
H -9.069 0.792 2.340 -0.015 0.022 0.002
H -7.692 3.403 5.549 -0.024 0.005 -0.009
H -5.323 3.002 4.858 0.018 -0.009 -0.019
O 5.525 1.074 -0.749 0.061 0.026 -0.001
C 6.092 0.742 -1.767 -0.008 -0.008 -0.007
C 7.388 1.351 -2.161 0.011 -0.005 -0.018
C 8.009 0.987 -3.279 -0.007 0.013 0.018
C 7.432 -0.044 -4.176 -0.010 0.003 0.006
O 8.000 -0.377 -5.196 0.012 0.036 0.021
C 6.137 -0.654 -3.785 -0.007 0.001 0.018
C 5.516 -0.290 -2.667 0.006 -0.006 -0.018
H 7.787 2.099 -1.488 -0.018 -0.001 0.015
H 8.954 1.415 -3.589 0.001 -0.013 -0.018
H 5.738 -1.403 -4.457 0.015 0.000 -0.012
H 4.571 -0.720 -2.358 -0.001 0.012 0.017
O 7.274 -4.744 -7.099 -0.009 -0.008 0.001
C 8.175 -4.135 -7.638 0.009 0.007 -0.004
C 8.944 -4.736 -8.758 0.022 0.012 -0.012
C 9.933 -4.070 -9.347 -0.021 -0.016 0.009
C 10.307 -2.698 -8.912 -0.005 0.000 0.005
O 11.208 -2.095 -9.453 0.010 0.003 -0.006
C 9.536 -2.101 -7.793 0.002 0.010 0.005
C 8.548 -2.767 -7.202 -0.014 -0.069 -0.022
H 8.653 -5.735 -9.057 -0.016 -0.002 0.016
H 10.510 -4.483 -10.164 0.013 0.020 -0.003
H 9.822 -1.102 -7.488 0.002 0.001 -0.004
H 7.977 -2.343 -6.388 0.007 0.002 -0.019
O -11.176 -3.925 6.642 -0.006 -0.007 0.004
C -10.246 -3.323 6.153 0.002 0.005 0.000
C -9.320 -3.983 5.196 0.017 0.012 -0.012
C -8.297 -3.323 4.659 -0.010 -0.018 0.008
C -8.039 -1.901 4.995 -0.019 0.018 0.004
O -7.110 -1.297 4.501 0.037 -0.008 0.039
C -8.964 -1.240 5.950 -0.009 -0.008 0.004
C -9.988 -1.899 6.485 0.012 0.012 -0.005
H -9.530 -5.020 4.968 -0.019 -0.001 0.014
H -7.609 -3.781 3.960 0.013 0.018 -0.001
H -8.758 -0.201 6.176 0.009 0.001 -0.012
H -10.678 -1.439 7.181 -0.013 -0.015 -0.002
C -1.612 5.326 3.708 0.106 0.114 -0.062
C -1.769 4.389 2.970 -0.129 -0.149 -0.019
Si -1.946 3.034 1.726 0.086 0.019 -0.135
N -0.466 2.935 0.799 -0.004 0.015 0.728
C 0.578 2.108 1.460 -0.031 0.338 -0.233
C 1.861 2.049 0.627 0.107 -0.204 -0.007
C 2.172 0.656 0.094 -0.276 0.186 -0.198
H -1.439 6.182 4.315 -0.042 0.016 0.130
H -3.091 3.403 0.876 0.000 -0.016 -0.032
H -2.161 1.761 2.419 0.051 -0.064 -0.035
H -0.085 3.879 0.768 -0.029 0.005 -0.432
H 0.813 2.510 2.451 -0.018 -0.087 0.137
H 0.174 1.107 1.599 -0.043 -0.088 0.021
H 1.764 2.732 -0.217 -0.023 0.113 -0.032
H 2.709 2.397 1.216 0.032 0.045 0.068
H 2.170 -0.080 0.896 0.169 -0.068 0.050
H 1.413 0.354 -0.629 -0.092 -0.052 -0.005
H 3.132 0.660 -0.414 0.147 -0.162 0.064
```
Forces are in eV/Å.

Atom charges from the Löwdin analysis, given in e for atoms 1 to 8:
1 O 0.064
2 C -0.376
3 C 0.012
4 C 0.007
5 C -0.398
6 O 0.094
7 C 0.018
8 C 0.029



C29H28BBrCoF4N5OS | ωB97M-V with the def2-TZVPD basis set

The value obtained for the HOMO-LUMO gap (alpha / beta) is 6.42 / 5.66 eV. The value obtained for the largest force on an atom is 2.44 eV/A. As for the multiplicity: 4. For the molar mass, the calculation gives 720.29 g/mol. The charge is -1. As for the total energy: -6250.458110 hartree. The HOMO energy (alpha / beta) comes out at -4.880 / -4.750 eV. The energy above the lowest of the compared OMol25 structures with the same formula, charge and spin is 318.6 kJ/mol.

Structure (XYZ):
```
71
Properties=species:S:1:pos:R:3:forces:R:3
Co 1.139 -0.158 0.030 -0.724 -0.565 2.255
N -1.457 -3.545 2.194 -0.206 0.085 -0.077
C -0.739 -2.714 1.385 1.045 -0.104 0.083
S 0.891 -2.460 1.756 0.252 0.375 -0.018
N -1.353 -2.236 0.327 -1.509 -0.114 -0.473
N -0.629 -1.449 -0.456 0.626 0.289 -0.294
C -1.085 -1.082 -1.609 -0.243 -0.628 0.886
C -2.374 -1.519 -2.174 -0.100 -0.098 -0.099
C -2.378 -2.188 -3.395 -0.009 0.027 0.208
C -3.569 -2.530 -4.003 -0.110 -0.079 -0.132
C -4.771 -2.218 -3.389 -0.082 -0.041 -0.090
C -4.775 -1.582 -2.159 -0.095 0.010 0.002
C -3.582 -1.241 -1.547 0.064 0.105 -0.037
C -0.191 -0.247 -2.381 0.614 -0.216 0.592
C -0.622 0.324 -3.568 0.289 0.287 -0.348
C 0.217 1.242 -4.233 -0.127 -0.026 0.004
C 1.488 1.383 -3.819 0.173 -0.213 0.191
C 2.040 0.526 -2.714 0.003 0.302 -0.138
N 1.015 -0.013 -1.826 -0.290 0.341 -1.989
H -1.028 -3.786 3.071 -0.051 0.079 -0.024
H -2.461 -3.500 2.146 -0.044 -0.013 -0.079
H -1.433 -2.428 -3.862 0.079 -0.015 -0.095
H -3.558 -3.025 -4.964 -0.031 -0.082 -0.051
H -5.704 -2.468 -3.872 -0.097 -0.037 -0.034
H -5.714 -1.335 -1.684 -0.051 -0.011 0.061
H -3.584 -0.735 -0.594 0.076 0.018 0.071
H -1.623 0.133 -3.918 -0.026 0.029 0.036
H -0.181 1.829 -5.048 0.068 0.043 -0.072
H 2.167 2.041 -4.331 0.063 0.085 -0.067
H 2.479 -0.379 -3.207 -0.177 0.227 0.048
Br 0.721 2.500 -0.490 0.090 0.140 -0.162
C 3.235 1.133 -2.001 0.006 0.160 -0.027
C 3.907 2.243 -2.444 -0.332 -0.286 -0.070
C 5.182 2.562 -1.953 0.292 -0.060 0.148
C 5.814 1.712 -1.093 0.038 0.252 -0.156
C 5.137 0.593 -0.569 -0.260 -0.176 0.029
C 5.765 -0.301 0.318 -0.031 -0.113 0.186
C 5.063 -1.343 0.851 0.226 0.266 -0.182
C 3.686 -1.461 0.604 -0.615 -0.325 -0.013
C 3.027 -0.593 -0.231 1.227 -0.267 0.077
C 3.784 0.369 -0.939 -0.193 0.149 -0.092
H 3.476 2.903 -3.177 -0.082 0.003 -0.100
H 5.672 3.461 -2.299 0.055 0.010 -0.027
H 6.833 1.886 -0.780 0.103 0.080 0.055
H 6.797 -0.129 0.584 0.131 0.004 0.024
H 5.535 -2.047 1.524 -0.016 0.022 0.015
H 3.164 -2.244 1.129 -0.073 0.082 -0.024
O -0.737 0.424 1.232 -0.391 -0.313 0.211
C -1.211 1.300 1.928 0.078 0.712 -0.210
C -2.319 2.197 1.437 0.070 -0.327 -0.185
C -3.580 1.397 1.824 -0.143 0.231 0.151
C -3.684 0.936 3.291 -0.066 -0.303 -0.067
C -2.756 -0.230 3.688 0.070 0.102 0.197
C -1.321 0.221 4.046 -0.088 -0.443 -0.051
N -1.001 1.394 3.270 0.334 0.312 -0.041
H -2.272 2.332 0.357 0.120 0.017 0.037
H -2.295 3.169 1.925 -0.020 0.093 0.104
H -3.621 0.505 1.194 -0.040 0.019 -0.050
H -4.455 2.008 1.595 -0.060 -0.034 -0.073
H -4.715 0.598 3.437 0.022 0.092 0.050
H -3.524 1.781 3.966 -0.085 0.089 0.054
H -2.711 -0.931 2.852 -0.001 -0.073 -0.032
H -3.187 -0.759 4.542 -0.020 -0.087 -0.041
H -0.595 -0.563 3.827 0.009 0.010 0.099
H -1.234 0.479 5.101 0.028 -0.001 -0.006
H -1.260 2.277 3.681 -0.100 -0.149 -0.080
F 1.802 0.544 1.890 -0.043 -0.222 -0.446
B 2.221 1.132 3.154 -0.104 0.139 0.001
F 3.590 1.190 3.142 0.975 -0.029 -0.093
F 1.769 0.330 4.175 -0.285 -0.677 0.545
F 1.669 2.383 3.261 -0.208 0.842 -0.077
```
Forces are in eV/Å.

Atom charges from the Löwdin analysis, given in e for atoms 1 to 8:
1 Co 0.555
2 N 0.058
3 C -0.904
4 S 0.714
5 N -0.003
6 N -0.013
7 C -0.188
8 C -0.178